# C5H13NO

2 unconnected molecules or ions with the total composition C5H13NO in a non-equilibrium geometry (wB97M-V/def2-TZVPD, the OMol25 dataset).

The geometry in XYZ format:
```
20
Properties=species:S:1:pos:R:3:nbo_charge:R:1
C -0.662 0.065 -2.332 -0.6074
C -1.270 0.808 -1.150 -0.3928
C -1.499 -0.065 0.072 -0.4226
C -0.255 -0.606 0.734 -0.3043
C 0.264 -0.126 1.868 -0.0060
N 1.387 -0.641 2.497 -0.8306
H -0.554 0.669 -3.228 0.2161
H -1.163 -0.893 -2.472 0.2042
H 0.366 -0.205 -2.061 0.1903
H -0.579 1.613 -0.880 0.1953
H -2.203 1.330 -1.376 0.2008
H -2.055 0.499 0.835 0.2021
H -2.209 -0.879 -0.112 0.2037
H 0.072 -1.576 0.360 0.1903
H -0.249 0.725 2.296 0.1943
H 1.675 -1.580 2.266 0.3858
H 1.444 -0.427 3.473 0.3820
O 2.877 0.478 -0.340 -0.9463
H 2.469 0.284 0.509 0.4797
H 2.146 0.530 -0.962 0.4655
```

Output
* molar mass: 103.16 g mol⁻¹
* HOMO-LUMO gap: 9.33 eV
* SMILES: CCC/C=C/N.O
* calculated total energy: -8932.92714 eV
* net charge: 0
* LUMO level: 0.0360 Ha
* relative energy (zero: lowest compared OMol25 entry of this formula, charge and spin): 1.084 eV

---

# C5H13NO

C5H13NO in the gas phase in a non-equilibrium geometry (wB97M-V/def2-TZVPD, the OMol25 dataset).

The geometry in XYZ format:
```
20
Properties=species:S:1:pos:R:3:nbo_charge:R:1
C -0.607 -2.355 0.734 -0.6054
C -0.304 -1.074 1.467 -0.3997
C 0.624 -0.101 0.799 -0.4219
C -0.087 0.537 -0.455 -0.0702
N -1.281 1.347 -0.075 -0.8351
C 0.994 1.304 -1.253 -0.0867
O 0.382 1.605 -2.548 -0.7379
H -1.228 -2.961 1.405 0.2122
H -1.262 -2.133 -0.125 0.2032
H 0.318 -2.869 0.492 0.2007
H -1.264 -0.643 1.755 0.2167
H 0.106 -1.388 2.502 0.1902
H 1.156 0.633 1.393 0.2094
H 1.542 -0.680 0.494 0.2001
H -0.465 -0.290 -1.080 0.1958
H -1.626 1.697 -0.966 0.3753
H -0.848 2.033 0.538 0.3473
H 1.181 2.300 -0.850 0.1668
H 1.851 0.622 -1.400 0.1758
H 0.817 2.417 -2.827 0.4634
```

Output
* molar mass: 103.16 g mol⁻¹
* HOMO-LUMO gap: 10.31 eV
* SMILES: CCC[C@@H](N)CO
* calculated total energy: -8932.67330 eV
* net charge: 0
* LUMO level: 0.0332 Ha
* relative energy (zero: lowest compared OMol25 entry of this formula, charge and spin): 1.338 eV